[1]
24
Properties=species:S:1:pos:R:3:forces:R:3 method="wB97M-V/def2-TZVPD" e_lumo_ev=-3.53 de_lowest_kcal_mol=100.31 smiles="C=C=C[C@H](C)CCC#[N+]C" gap_ev=9.301 max_force_ha_per_bohr=0.0714 total_charge=+1 homo_ev=-12.8
C 1.880425 -2.500649 0.648859 -1.00 -1.17 -0.71
C 0.846195 -1.927472 0.041196 3.27 -1.59 0.51
C -0.003973 -1.160494 -0.530831 -2.46 2.22 -1.22
C -1.157262 -0.664685 0.376530 0.88 0.17 2.05
C -2.599165 -1.179522 0.024494 2.14 0.68 1.64
C -1.222121 0.862686 0.453766 0.31 -0.33 -3.04
C -0.209839 1.758240 1.131545 -1.07 0.13 1.41
C 0.900057 1.769166 0.286499 1.10 -0.32 -0.81
N 1.597527 1.757129 -0.610677 0.19 -0.29 0.11
C 2.602688 1.968491 -1.578534 0.76 -0.76 -1.87
H 2.082469 -3.606937 0.831432 -0.76 1.63 -0.45
H 2.685640 -1.855379 0.932661 0.31 0.34 0.39
H -0.010836 -0.707955 -1.628773 0.21 -1.52 2.24
H -0.899067 -0.960162 1.480893 -0.50 -0.04 -1.94
H -2.537023 -2.239173 0.341692 -1.07 0.68 -0.12
H -2.730198 -1.096511 -1.025647 -0.42 -0.02 -0.96
H -3.237039 -0.430606 0.568290 -0.18 -1.68 -0.44
H -2.165547 1.101036 0.813660 -1.64 0.75 0.91
H -1.200245 1.218559 -0.597657 -0.53 -0.11 0.22
H -0.035051 1.414955 2.152952 0.40 0.39 0.00
H -0.593765 2.800390 1.078606 0.15 -0.50 0.50
H 3.245349 1.034198 -1.782379 -0.67 1.54 1.17
H 3.071721 2.891040 -1.202040 0.58 -0.60 -0.76
H 2.157284 2.095184 -2.602674 0.01 0.39 1.16

=====

[2]
73
Properties=species:S:1:pos:R:3:forces:R:3 method="wB97M-V/def2-TZVPD" spin_multiplicity=2 e_lumo_ev="-4.16 / -10.09" de_lowest_kcal_mol=0.00 gap_ev="7.266 / 1.339" max_force_ha_per_bohr=0.0537 total_charge=+1 homo_ev="-11.4 / -11.4"
Br 5.077742 -3.669511 -4.766676 -1.49 1.14 -0.17
C 4.148962 -1.876311 -4.571476 -0.69 -0.12 -0.66
C 2.654132 -1.921821 -4.367436 0.28 -1.30 0.95
Br 1.707872 -2.816961 -5.838226 0.69 -0.16 0.21
H 4.250322 -1.317551 -5.501866 1.19 -0.05 0.27
H 4.584332 -1.480671 -3.653856 0.25 0.37 -0.38
H 2.165482 -0.948251 -4.328946 0.16 0.22 0.08
H 2.433102 -2.484771 -3.460606 -0.50 0.07 -0.13
Br -7.014128 -1.225341 -3.242726 0.52 0.15 0.37
C -5.772038 -0.678961 -1.833936 -0.38 1.01 0.44
C -4.678028 0.237099 -2.290806 1.23 -0.37 -0.14
Br -3.781278 0.751449 -0.593126 -0.22 0.12 -0.35
H -5.345308 -1.536741 -1.314106 -0.27 -0.03 -0.34
H -6.275258 -0.027501 -1.119466 -0.83 -0.71 0.02
H -4.925198 1.188919 -2.760966 -0.46 -0.35 0.07
H -3.919068 -0.298751 -2.860836 -0.08 0.21 -0.06
Br 4.647302 3.222779 0.183564 -0.70 -0.77 1.22
C 3.827452 2.158809 1.674244 -0.49 -1.37 -0.67
C 3.788742 2.782129 3.004494 0.67 2.32 1.34
Br 2.746352 4.473239 3.111244 0.05 -0.41 -0.29
H 4.378402 1.223499 1.772924 0.71 0.25 -0.18
H 2.853282 1.750939 1.404544 -0.21 0.78 -0.60
H 4.777912 3.125999 3.306774 0.04 -0.07 -0.13
H 3.399182 2.259109 3.877864 -0.17 -0.75 -0.71
C -0.413148 0.481449 -0.102866 -0.16 -0.94 -0.73
N 0.722222 -0.157351 -0.832826 0.40 0.03 0.29
O 0.554492 -0.982601 -1.721536 -0.06 0.39 0.15
O 1.804002 0.216339 -0.425216 0.12 -0.48 -0.56
H -0.207538 0.166389 0.920154 -0.17 0.84 0.14
H -1.371558 0.076189 -0.427406 0.42 -0.08 -0.13
H -0.330138 1.528009 -0.395986 0.00 0.06 0.73
C -1.953368 1.781159 -3.724586 -0.33 0.69 -0.90
N -0.829278 2.488119 -3.006836 -2.15 0.20 1.50
O 0.270152 2.074149 -3.271366 0.78 0.32 0.19
O -1.140248 3.363339 -2.176066 0.96 -1.64 -1.71
H -1.784668 0.712399 -3.856426 0.30 0.12 0.62
H -1.921258 2.184969 -4.736526 -0.01 0.16 -0.02
H -2.931548 2.023399 -3.309176 0.49 0.02 0.28
C -0.542608 -4.007801 2.320734 -0.44 -1.49 0.94
N 0.724762 -3.521171 1.800604 1.72 1.05 -0.80
O 1.752462 -4.038791 2.266104 -1.66 0.92 -1.22
O 0.701812 -2.592431 0.966604 0.20 -1.67 1.26
H -0.236908 -4.811491 2.990614 -0.24 0.42 0.47
H -1.148118 -4.552351 1.596224 0.14 0.70 -0.57
H -1.093218 -3.207761 2.815564 0.20 -0.06 -0.19
C 3.153212 -1.389441 2.781274 0.15 1.32 0.36
N 2.200032 -0.974111 3.880034 -0.53 -1.22 0.58
O 1.083052 -1.541171 3.836554 1.85 1.62 0.64
O 2.600292 -0.163981 4.723874 -1.24 -1.37 -1.40
H 2.641282 -1.030751 1.888314 0.30 -0.20 -0.19
H 3.364132 -2.457151 2.721344 -0.54 0.18 0.39
H 4.055572 -0.819791 3.003414 -0.04 -0.13 -0.30
C -1.153958 3.739429 1.572924 -1.06 0.38 -0.94
N -1.085668 4.921489 0.641164 0.16 0.26 1.18
O -0.055508 5.101709 0.013674 -0.97 0.14 0.23
O -2.108088 5.596909 0.642744 0.94 0.05 -0.83
H -1.433528 2.983349 0.839244 0.57 -0.62 0.37
H -2.073698 3.888829 2.138484 0.53 0.07 0.33
H -0.241878 3.591879 2.151224 -0.17 -0.01 -0.45
C -0.775308 0.907469 5.518344 -0.02 -0.08 1.23
N -0.900868 1.605499 4.224934 -2.19 -0.15 0.32
O 0.019672 1.579129 3.464954 1.32 0.08 -0.76
O -2.017098 2.049969 3.948724 0.96 -0.17 0.39
H 0.245892 0.576879 5.708004 -0.22 -0.19 -0.54
H -1.533698 0.124649 5.506994 0.38 -0.20 -0.17
H -1.060048 1.536069 6.362074 -0.11 0.48 -0.42
C -1.121218 -3.519371 -2.525056 0.80 0.48 -1.21
N -2.275038 -2.676581 -2.983446 0.97 -0.67 0.48
O -2.245338 -2.171691 -4.113506 -0.53 -0.56 1.78
O -3.083388 -2.561721 -2.089996 -1.14 0.96 -1.01
H -1.096358 -3.576511 -1.436836 -0.16 0.13 -0.35
H -0.295918 -2.938111 -2.936296 0.37 -0.44 0.36
H -1.163068 -4.497851 -3.003526 -0.19 0.11 0.03

=====

What are the calculated total energy values for these records? In order: -11039.470, -473336.130 eV.